Density functional theory data (ωB97M-V with the def2-TZVPD basis set) for a cluster of 2 separate species, C3H9N3OS in total.

Computed properties:
Structure (SMILES): [H]/N=[NH+]\[O-].CN(C)C=S
Energy above the lowest of the compared OMol25 structures with the same formula, charge and spin in eV: 4.073
HOMO-LUMO gap in eV: 8.94
HOMO energy in eV: -8.56

The geometry in ORCA input format:
```
! RIJCOSX wB97M-V def2-TZVPD def2/J DEFGRID3
* xyz 0 1
H 0.187 -1.935 2.007
N 0.867 -1.782 1.232
N 1.897 -1.117 1.545
O 2.191 -0.744 2.701
H 2.249 -0.668 0.677
C -0.025 0.853 0.482
N -0.536 0.512 -0.837
C -1.951 0.780 -1.027
C 0.196 -0.080 -1.733
S 1.797 -0.424 -1.596
H -0.222 0.099 1.185
H 1.015 0.939 0.385
H -0.504 1.846 0.835
H -2.308 0.723 -2.069
H -2.487 -0.147 -0.538
H -2.181 1.661 -0.531
H -0.185 -0.517 -2.719
*
```



Density functional theory data (ωB97M-V with the def2-TZVPD basis set) for the molecule C3H9N3S.

Computed properties:
Structure (SMILES): C/N=C(/NN)SC
Energy above the lowest of the compared OMol25 structures with the same formula, charge and spin in eV: 1.522
HOMO-LUMO gap in eV: 9.56
HOMO energy in eV: -8.82

The geometry in ORCA input format:
```
! RIJCOSX wB97M-V def2-TZVPD def2/J DEFGRID3
* xyz 0 1
C -1.227 2.143 0.132
N -1.370 0.711 0.004
C -0.340 -0.030 -0.077
N -0.445 -1.389 -0.065
N -1.730 -1.972 0.001
S 1.306 0.702 -0.162
C 2.297 -0.778 0.220
H -0.943 2.461 1.165
H -0.495 2.557 -0.580
H -2.215 2.590 -0.088
H 0.070 -1.908 -0.679
H -1.930 -1.911 0.976
H -2.405 -1.354 -0.460
H 1.833 -1.281 1.069
H 2.363 -1.387 -0.695
H 3.260 -0.458 0.654
*
```



Density functional theory data (ωB97M-V with the def2-TZVPD basis set) for the ion C3H9N4 with charge +1.

Computed properties:
Structure (SMILES): C[N@@H+](N)CN=C=N
Energy above the lowest of the compared OMol25 structures with the same formula, charge and spin in eV: 3.577
HOMO-LUMO gap in eV: 10.65
HOMO energy in eV: -13.88

The geometry in ORCA input format:
```
! RIJCOSX wB97M-V def2-TZVPD def2/J DEFGRID3
* xyz 1 1
C -0.730 1.508 -0.126
N 0.605 0.947 -0.416
N 1.361 1.241 0.767
C 0.503 -0.485 -0.768
N 0.025 -1.193 0.299
C -0.815 -2.050 0.439
N -1.690 -2.858 0.537
H -1.485 1.473 -0.926
H -0.996 1.027 0.790
H -0.677 2.569 0.217
H 1.076 1.326 -1.282
H 0.940 0.593 1.488
H 2.362 1.231 0.766
H 1.579 -0.897 -1.126
H -0.059 -0.730 -1.660
H -1.999 -3.699 1.002
*
```



Density functional theory data (ωB97M-V with the def2-TZVPD basis set) for a cluster of 2 separate species, C3H9N4 in total.

Computed properties:
Energy above the lowest of the compared OMol25 structures with the same formula, charge and spin in eV: 5.418
HOMO-LUMO gap in eV: 7.93
HOMO energy in eV: -12.64

The geometry in ORCA input format:
```
! RIJCOSX wB97M-V def2-TZVPD def2/J DEFGRID3
* xyz 1 1
C 0.944 -0.356 -0.348
C -1.228 -2.415 0.076
C -1.408 -0.966 -0.174
N 3.008 0.655 0.085
N 1.982 0.174 -0.172
N -0.098 2.438 0.111
N -0.362 -0.142 -0.171
H -0.957 2.860 0.380
H -1.979 -3.124 -0.542
H -1.401 -2.709 1.200
H -0.159 -2.708 -0.113
H -2.469 -0.662 -0.317
H 3.894 0.216 0.262
H 0.166 2.863 -0.789
H 0.558 2.952 0.669
H -0.490 0.923 -0.155
*
```



Density functional theory data (ωB97M-V with the def2-TZVPD basis set) for a cluster of 2 separate species, C3H9N4 in total.

Computed properties:
Energy above the lowest of the compared OMol25 structures with the same formula, charge and spin in eV: 5.517
HOMO-LUMO gap in eV: 6.95
HOMO energy in eV: -12.36

The geometry in ORCA input format:
```
! RIJCOSX wB97M-V def2-TZVPD def2/J DEFGRID3
* xyz 1 1
C -3.341 -1.471 -1.309
C 2.871 1.350 1.674
C 1.556 0.940 -0.257
N -2.626 -1.712 -0.117
N -1.471 -1.512 0.148
N -0.452 -1.510 0.624
N 1.736 1.256 1.064
H -2.757 -2.038 -2.162
H -3.080 -0.344 -1.558
H -4.359 -1.663 -1.401
H 3.140 1.728 2.617
H 0.879 1.498 1.665
H 3.755 1.134 1.192
H 1.056 -0.035 -0.458
H 2.403 0.999 -0.894
H 0.691 1.381 -0.826
*
```



Density functional theory data (ωB97M-V with the def2-TZVPD basis set) for a structure of composition C3H9N4.

Computed properties:
Energy above the lowest of the compared OMol25 structures with the same formula, charge and spin in eV: 2.593
HOMO-LUMO gap in eV: 10.66
HOMO energy in eV: -14.17

The geometry in ORCA input format:
```
! RIJCOSX wB97M-V def2-TZVPD def2/J DEFGRID3
* xyz 1 1
C 1.181 -0.175 -1.469
C 1.398 -1.559 -1.413
C -0.443 -1.057 1.536
N 0.463 0.108 -0.373
N 0.766 -2.029 -0.287
N -0.967 2.134 0.135
N 0.289 -0.988 0.243
H 1.441 0.641 -2.165
H 1.691 -2.196 -2.299
H -1.934 1.616 0.284
H -1.016 2.732 -0.616
H -1.432 -0.576 1.596
H -0.779 -2.154 1.727
H 0.143 -0.454 2.232
H -0.089 1.338 -0.179
H -0.713 2.620 1.049
*
```



Which of these has the highest HOMO-LUMO gap?
number 6



Copy entry 3 word for word.
Density functional theory data (ωB97M-V with the def2-TZVPD basis set) for the ion C3H9N4 with charge +1.

Computed properties:
Structure (SMILES): C[N@@H+](N)CN=C=N
Energy above the lowest of the compared OMol25 structures with the same formula, charge and spin in eV: 3.577
HOMO-LUMO gap in eV: 10.65
HOMO energy in eV: -13.88

The geometry in ORCA input format:
```
! RIJCOSX wB97M-V def2-TZVPD def2/J DEFGRID3
* xyz 1 1
C -0.730 1.508 -0.126
N 0.605 0.947 -0.416
N 1.361 1.241 0.767
C 0.503 -0.485 -0.768
N 0.025 -1.193 0.299
C -0.815 -2.050 0.439
N -1.690 -2.858 0.537
H -1.485 1.473 -0.926
H -0.996 1.027 0.790
H -0.677 2.569 0.217
H 1.076 1.326 -1.282
H 0.940 0.593 1.488
H 2.362 1.231 0.766
H 1.579 -0.897 -1.126
H -0.059 -0.730 -1.660
H -1.999 -3.699 1.002
*
```



Which of these has the highest energy above the lowest of the compared OMol25 structures with the same formula, charge and spin?
number 5



What is the formula in the third record?
C3H9N4